(1)
Below is C31H29N7NdS7 as an isolated structure at a distorted geometry, with properties calculated with ωB97M-V/def2-TZVPD.

Geometry as XYZ:
```
75
Properties=species:S:1:pos:R:3:lowdin_charge:R:1
Nd 0.41214 0.44794 -0.00642 1.259
S 0.23627 -2.05256 -1.50984 0.543
C 1.98053 -2.27979 -1.39040 -0.720
C 2.80087 -2.58049 -2.47372 -0.117
C 4.18094 -2.67745 -2.33572 -0.065
C 4.73758 -2.60754 -1.05309 -0.093
C 3.95130 -2.44572 0.05128 -0.090
C 2.55693 -2.26826 -0.11146 -0.546
S 1.40104 -2.17146 1.23767 0.879
C 2.27749 -1.63946 2.72162 -0.381
C 1.19448 -1.16768 3.62595 -0.386
C 0.93826 -1.80687 4.83644 0.008
C -0.13861 -1.35827 5.60078 -0.018
C -0.89870 -0.26263 5.15406 0.010
C -0.60855 0.26770 3.88372 -0.329
C -1.51578 1.35165 3.29204 -0.452
S -0.77073 2.36491 2.01256 0.870
C -2.21404 2.68305 0.97667 -0.535
C -3.51330 2.73120 1.49157 -0.096
C -4.60845 2.97803 0.68437 -0.080
C -4.40080 3.12892 -0.67703 -0.076
C -3.10215 3.12503 -1.18150 -0.125
C -1.99559 2.85977 -0.38114 -0.710
S -0.35438 2.79043 -1.07746 0.484
N 0.43029 -0.17983 3.16457 0.013
H 2.37129 -2.66688 -3.47640 0.108
H 4.79949 -2.88853 -3.19255 0.104
H 5.82015 -2.74967 -0.91592 0.116
H 4.39288 -2.45945 1.04450 0.106
H 2.99605 -0.85639 2.49550 0.081
H 2.80782 -2.47343 3.17138 0.089
H 1.56774 -2.64695 5.17271 0.131
H -0.43876 -1.84554 6.51504 0.114
H -1.72993 0.07189 5.76407 0.121
H -1.87164 1.97107 4.11158 0.090
H -2.34519 0.79574 2.87847 0.018
H -3.64213 2.65116 2.57540 0.108
H -5.59562 3.04873 1.12386 0.108
H -5.23511 3.39667 -1.32382 0.110
H -3.01415 3.27328 -2.24716 0.096
N 2.55667 1.75501 3.22771 0.108
C 2.98181 2.16240 1.99440 -0.683
N 2.63135 1.63352 0.84533 -0.009
C 3.31254 2.26240 -0.19820 -0.337
C 4.12471 3.26617 0.19841 -0.343
S 4.12389 3.46696 1.90369 1.100
C 3.09911 1.90197 -1.59465 -0.345
C 3.66510 2.44761 -2.68430 -0.336
S 3.06114 1.76651 -4.14838 1.106
C 2.01299 0.81371 -3.18514 -0.716
N 2.12806 0.93862 -1.88162 -0.053
N 1.14544 -0.04886 -3.76199 0.086
H 1.73088 1.14473 3.17695 0.038
H 2.58441 2.43766 3.96480 0.102
H 4.64547 4.00273 -0.40762 0.089
H 4.44073 3.16404 -2.72493 0.069
H 1.17189 -0.18711 -4.75521 0.097
H 0.61595 -0.76763 -3.20734 -0.017
C -4.25524 -3.96231 -2.18864 0.015
C -3.62612 -2.60523 -2.02156 -0.246
C -3.39966 -1.67900 -2.98678 0.036
C -2.70393 -0.50431 -2.61269 -0.278
N -2.27297 -0.28491 -1.36522 0.050
C -2.49064 -1.19702 -0.40314 -0.879
S -1.97243 -1.01300 1.16766 0.686
N -3.21699 -2.30392 -0.75039 0.110
C -2.47399 0.59251 -3.60125 -0.019
H -4.79997 -4.05417 -3.10325 0.083
H -4.85655 -4.17173 -1.28842 0.101
H -3.42657 -4.66863 -2.21230 0.103
H -3.72561 -1.84776 -4.02296 0.140
H -3.38561 -2.99314 -0.00573 0.158
H -2.28846 0.21660 -4.59903 0.084
H -1.63001 1.23711 -3.34388 0.052
H -3.36730 1.22615 -3.65651 0.098
```

expectation value of S² = 3.7531
2S+1 = 4
charge = +1
Kohn-Sham gap (alpha / beta) = 0.267 / 0.267 Eh
E_HOMO (alpha / beta) = -0.361 / -0.361 Eh



(2)
Below is C21H24N2OP2STi as an isolated structure at a distorted geometry, with properties calculated with ωB97M-V/def2-TZVPD.

Geometry as XYZ:
```
52
Properties=species:S:1:pos:R:3:lowdin_charge:R:1
C 1.39252 -1.41091 -3.56914 -0.017
C 1.37912 -1.13704 -2.20275 -0.210
C 1.53275 0.20703 -1.77753 -0.189
C 1.62853 1.28894 -2.74564 -0.121
C 1.63688 0.94038 -4.12055 0.015
C 1.53007 -0.39287 -4.51236 -0.037
C 1.68431 2.59776 -2.25569 0.091
C 1.62994 2.86716 -0.88465 -0.122
C 1.55467 1.73502 0.02491 -0.190
C 1.44737 1.93151 1.42466 -0.210
C 1.44249 3.23388 1.91967 -0.013
C 1.53670 4.33325 1.06499 -0.038
C 1.62734 4.16689 -0.31564 0.015
H 1.27881 -2.44634 -3.89183 0.128
H 1.72131 1.74018 -4.86626 0.134
H 1.54092 -0.64008 -5.57513 0.125
H 1.76777 3.42702 -2.95966 0.146
H 1.35703 3.38066 2.99595 0.128
H 1.53276 5.34182 1.48179 0.125
H 1.68987 5.03454 -0.98370 0.134
N 1.53222 0.47089 -0.45168 0.123
Ti -1.64343 -0.46190 0.36637 0.421
C 1.12790 -2.20611 -1.14111 -0.252
H 1.71529 -1.96887 -0.24316 0.093
H 1.38935 -3.19378 -1.52043 0.108
C 1.27831 0.69610 2.30471 -0.243
H 1.90431 -0.11373 1.90460 0.096
H 1.55405 0.91580 3.33670 0.110
P -0.63803 -2.32283 -0.62789 0.760
P -0.45576 0.04344 2.35852 0.818
C -1.26276 1.27597 3.42384 -0.213
H -2.28211 0.95390 3.66967 0.068
H -0.69036 1.40219 4.35745 0.083
H -1.32965 2.24120 2.91000 0.060
C -0.23109 -1.37766 3.46034 -0.217
H 0.23529 -1.05155 4.40579 0.085
H -1.19462 -1.84608 3.68886 0.067
H 0.41429 -2.12955 2.99312 0.048
C -1.45894 -2.85460 -2.14922 -0.215
H -0.93889 -3.73213 -2.56667 0.082
H -2.50261 -3.11701 -1.93588 0.064
H -1.45809 -2.04674 -2.88835 0.063
C -0.63448 -3.80649 0.40333 -0.217
H -1.64881 -4.04823 0.73997 0.066
H -0.24358 -4.65769 -0.17826 0.084
H -0.00488 -3.66540 1.28987 0.047
C -2.92164 1.18048 0.58183 -0.316
O -3.58412 2.13326 0.64027 0.156
H -0.95243 0.60378 -0.60049 0.033
S -3.93488 -0.92191 0.79329 0.772
C -5.45958 -1.17087 1.09792 -0.715
N -6.59148 -1.42263 1.32521 0.186
```

charge = +2
Kohn-Sham gap = 0.164 Eh
E_HOMO = -0.503 Eh



(3)
Below is a 11-piece molecular cluster, C20H65N19O11 overall at a distorted geometry, with properties calculated with ωB97M-V/def2-TZVPD.

Geometry as XYZ:
```
115
Properties=species:S:1:pos:R:3:lowdin_charge:R:1
C 13.37700 16.36732 15.16686 -0.116
O 12.79947 15.43601 16.04707 -0.205
C 11.54519 15.81725 16.60221 -0.177
C 10.59568 14.58772 16.55067 -0.421
C 10.18601 14.43293 15.10212 -0.063
N 9.38313 14.85396 17.34988 0.032
H 13.60410 17.28300 15.73692 0.094
H 12.74533 16.69401 14.33958 0.073
H 14.24817 15.89517 14.80643 0.072
H 11.57832 16.15440 17.63817 0.118
H 11.16083 16.61358 15.97211 0.114
H 11.14020 13.68031 16.91092 0.114
H 9.77315 15.39658 14.79107 0.089
H 9.50563 13.59582 14.93524 0.066
H 10.99169 14.28898 14.41257 0.035
H 8.80476 14.01708 17.43251 0.069
H 9.73912 15.10651 18.28019 0.069
C 15.90976 9.32390 8.37489 -0.145
O 15.33965 9.68267 9.60064 -0.267
C 16.31809 10.10901 10.56937 -0.178
C 15.54264 10.80923 11.66708 -0.414
C 16.61013 11.22408 12.76311 -0.033
N 14.46810 10.10363 12.35448 0.047
H 15.13338 9.00979 7.66776 0.071
H 16.72090 8.59406 8.51594 0.091
H 16.42445 10.22119 8.01208 0.089
H 16.91140 9.26262 10.94265 0.139
H 16.93437 10.87950 10.10477 0.125
H 15.06398 11.66937 11.19622 0.129
H 16.19636 12.05148 13.31598 0.053
H 17.56224 11.45024 12.31546 0.068
H 16.50809 10.43292 13.51801 0.079
H 13.65078 9.94476 11.66489 0.092
H 14.63258 9.18962 12.70536 0.063
C 8.85530 8.02831 7.14880 -0.147
O 9.64204 9.13000 7.37918 -0.221
C 11.04549 8.89794 7.35037 -0.173
C 11.70362 10.25569 7.52421 -0.412
C 11.60596 11.25433 6.39404 -0.054
N 13.14046 10.12502 7.88911 0.051
H 8.88104 7.65468 6.12504 0.080
H 7.79385 8.11661 7.40559 0.091
H 9.26218 7.14402 7.74932 0.104
H 11.35974 8.13219 8.09555 0.113
H 11.15555 8.45295 6.36443 0.124
H 11.20590 10.66981 8.44274 0.125
H 12.03025 12.19861 6.75660 0.077
H 10.56937 11.47278 6.09285 0.082
H 12.11880 10.93140 5.49566 0.079
H 13.53434 11.06595 7.81475 0.078
H 13.18238 10.00851 8.89394 0.036
N 11.10319 7.66987 13.34032 0.208
C 11.30934 6.79603 14.31752 -0.657
N 11.45902 5.42874 13.95603 0.124
O 11.43589 7.00124 15.51842 0.001
H 11.43601 7.41513 12.41012 0.065
H 11.19800 8.63153 13.50192 0.081
H 10.62150 5.05906 13.49446 0.084
H 11.62795 4.96967 14.81526 0.065
N 7.53171 7.57090 11.96797 0.153
C 8.74260 7.26074 11.38247 -0.602
N 9.38295 8.33176 10.80682 0.181
O 9.25162 6.10880 11.34066 -0.043
H 7.13990 8.39170 11.54970 0.043
H 6.87762 6.75764 11.90241 0.132
H 8.89529 9.12501 10.43352 0.072
H 10.30487 8.20280 10.41283 0.033
N 11.94322 5.90740 10.28797 0.184
C 12.61512 7.03462 10.17831 -0.677
N 13.91108 6.99963 9.86616 0.204
O 12.03826 8.09414 10.56095 -0.085
H 12.25721 5.08729 9.79516 0.108
H 10.90074 5.87673 10.55452 0.105
H 14.29422 7.95736 9.65830 0.098
H 14.27282 6.22976 9.35830 0.099
N 13.58154 10.40350 15.63032 0.139
C 12.97340 11.63588 15.90879 -0.585
N 13.42586 12.59282 15.05046 0.194
O 12.14084 11.86938 16.81216 -0.031
H 13.04622 9.61455 15.99435 0.087
H 13.74621 10.19883 14.60195 0.077
H 13.99431 12.40010 14.26074 0.070
H 12.97524 13.48085 15.02419 0.060
N 7.62731 11.38651 8.97970 0.171
C 6.94804 11.16819 10.13732 -0.700
N 6.70998 12.22572 10.95169 0.155
O 6.51758 10.05218 10.38190 0.001
H 8.31659 12.14941 8.99333 0.111
H 7.98948 10.56202 8.54392 0.068
H 7.49109 12.93561 10.93006 0.128
H 6.46856 11.98433 11.90061 0.103
N 8.22512 9.36148 14.95905 0.160
C 9.07763 10.47851 14.97518 -0.558
N 9.56415 10.78032 16.27054 0.161
O 9.47494 11.13488 13.99502 -0.036
H 7.79954 8.94178 14.12859 0.082
H 8.10200 8.89807 15.83980 0.086
H 9.50892 9.99790 16.89196 0.082
H 10.40329 11.32725 16.41016 0.042
N 10.65041 11.13047 11.36561 0.175
C 11.71063 12.03263 11.37283 -0.674
N 11.69024 12.80941 12.41039 0.196
O 12.47428 12.16502 10.39564 -0.027
H 10.20675 11.00900 12.24724 0.024
H 10.95404 10.37352 10.77267 0.054
H 10.96442 12.80201 13.14409 0.089
H 12.45361 13.49020 12.45484 0.071
N 13.01233 15.09604 9.88856 0.170
C 13.13638 15.77825 11.08669 -0.590
N 13.11408 17.17341 10.89551 0.125
O 13.18738 15.22824 12.18913 0.003
H 12.80571 14.11548 9.75889 0.067
H 12.74498 15.66952 9.13284 0.076
H 13.67133 17.49437 10.09099 0.102
H 13.51220 17.68519 11.66524 0.086
```

charge = 0
Kohn-Sham gap = 0.337 Eh
E_HOMO = -0.322 Eh



(4)
Below is C5H14N2 in the gas phase at a distorted geometry, with properties calculated with ωB97M-V/def2-TZVPD.

Geometry as XYZ:
```
21
Properties=species:S:1:pos:R:3:lowdin_charge:R:1
C -0.78474 -1.44479 1.43626 -0.097
C 0.53069 -0.80212 0.93560 -0.509
N 1.61188 -1.56080 1.43704 -0.002
C 0.47137 -0.52899 -0.64425 -0.179
C -0.76978 0.12249 -1.19935 -0.201
C -0.94444 1.57762 -0.65733 -0.281
N 0.01722 2.50643 -1.24411 -0.010
H -1.01763 -1.37231 2.62493 0.127
H -0.93622 -2.47050 1.06049 0.073
H -1.57481 -0.86661 0.97596 0.029
H 0.41684 0.26075 1.40248 0.148
H 1.61493 -2.49799 0.89978 0.113
H 2.51016 -1.10436 1.12428 0.091
H 0.81525 -1.42385 -1.27834 0.129
H 1.29228 0.14912 -0.66305 0.078
H -0.89259 -0.02945 -2.26985 0.113
H -1.64662 -0.27598 -0.78060 0.063
H -0.90971 1.68704 0.45873 0.121
H -1.91553 1.85805 -0.90227 0.073
H 0.00453 2.44401 -2.23846 0.052
H -0.18317 3.47742 -0.99011 0.070
```

charge = 0
Kohn-Sham gap = 0.378 Eh
E_HOMO = -0.338 Eh



(5)
Below is a 2-piece molecular cluster, C4H9O2 overall at a distorted geometry, with properties calculated with ωB97M-V/def2-TZVPD.

Geometry as XYZ:
```
15
Properties=species:S:1:pos:R:3:lowdin_charge:R:1
C 1.17810 0.39825 1.11033 -0.087
C 2.63257 0.71545 0.84855 -0.839
O 3.19858 0.28530 -0.08944 -0.018
O 3.08710 1.62011 1.71708 -0.213
H 0.67394 1.35717 0.86255 0.076
H 0.99180 -0.07624 2.11480 0.075
H 0.72161 -0.34718 0.37929 0.043
C -1.19698 -0.17306 -1.43391 -0.191
C -1.91756 -0.68972 -0.21504 -0.193
H -0.23001 0.26635 -1.30716 0.027
H -0.89055 -1.03802 -2.22300 0.111
H -1.86098 0.47008 -2.00535 0.045
H -1.91421 -1.81997 -0.21191 0.074
H -2.95801 -0.51551 -0.32772 0.034
H -1.51539 -0.45301 0.78094 0.056
```

charge = -1
Kohn-Sham gap = 0.257 Eh
E_HOMO = -0.125 Eh



(6)
Below is a 5-piece molecular cluster, C3H14NO4 overall at a distorted geometry, with properties calculated with ωB97M-V/def2-TZVPD.

Geometry as XYZ:
```
22
Properties=species:S:1:pos:R:3:lowdin_charge:R:1
C 1.59208 -0.48641 -0.73127 0.097
C 1.91496 -1.36661 -1.71371 0.320
C -0.77626 -0.66154 -0.97638 0.279
N 0.24331 -0.24832 -0.27894 0.107
H 2.22396 -0.08983 0.04499 0.149
H 1.19636 -1.95964 -2.31871 0.140
H 2.90990 -1.38571 -2.14271 0.140
H -1.83351 -0.53698 -0.70042 0.155
H -0.55432 -1.23135 -1.89200 0.122
H 0.21252 0.48506 0.46912 0.127
H -0.77088 2.49923 1.62666 0.093
H -1.52371 1.32050 2.19322 0.053
O -0.66082 1.55570 1.80886 -0.046
H 0.43177 1.39223 -3.58675 0.064
H -0.61575 2.19428 -2.74675 0.076
O -0.31109 1.30257 -2.97784 -0.039
H -1.82613 -0.51102 2.35994 0.030
H -3.29311 -1.08500 2.29002 0.081
O -2.70722 -0.37613 1.98160 -0.049
H 1.89038 -0.85711 2.25927 0.081
H 0.92502 0.13258 2.93975 0.078
O 1.33253 -0.08649 2.09203 -0.059
```

expectation value of S² = 0.7548
2S+1 = 2
charge = +2
Kohn-Sham gap (alpha / beta) = 0.281 / 0.172 Eh
E_HOMO (alpha / beta) = -0.680 / -0.680 Eh



(7)
Below is a 2-piece molecular cluster, C6H10O overall, with properties calculated with ωB97M-V/def2-TZVPD.

Geometry as XYZ:
```
17
Properties=species:S:1:pos:R:3:lowdin_charge:R:1
O 2.36627 -1.37964 0.40281 0.038
C 1.96047 -0.49040 -0.31397 -0.269
C 0.51919 -0.14785 -0.35536 -0.228
C -0.10225 1.03431 -0.27871 -0.040
C -1.60288 0.84091 -0.16964 -0.177
C -1.71129 -0.63920 0.24481 -0.184
C -0.47170 -1.28442 -0.37780 -0.149
H 2.65219 0.06251 -0.97521 0.121
H 0.36356 2.01779 -0.26573 0.103
H -2.08151 1.02075 -1.14373 0.113
H -2.07454 1.52086 0.54789 0.106
H -1.62277 -0.70746 1.33518 0.116
H -2.64618 -1.11928 -0.05330 0.106
H -0.09844 -2.16480 0.14908 0.114
H -0.64709 -1.56727 -1.42614 0.125
H 2.65280 1.15930 1.47362 0.049
H 2.54415 1.84387 1.20618 0.054
```

charge = 0
Kohn-Sham gap = 0.372 Eh
E_HOMO = -0.349 Eh



(8)
Below is an isolated ion of composition C8H12N3S2 and charge +1 at a distorted geometry, with properties calculated with ωB97M-V/def2-TZVPD.

Geometry as XYZ:
```
25
Properties=species:S:1:pos:R:3:lowdin_charge:R:1
C -2.49666 2.06901 0.55964 -0.115
C -1.25684 1.38819 0.37038 -0.067
C -3.60155 1.23900 0.27519 -0.311
C -1.40766 -0.01386 0.28371 -0.515
C 1.56888 0.10608 -0.33021 -0.394
C -0.43901 -1.01445 0.15160 -0.590
C 2.63685 0.93804 0.20186 0.006
C 1.70233 -1.82535 1.10835 -0.032
N 1.20076 0.27430 -1.49141 0.070
N 0.85547 -0.81248 0.48031 -0.108
N 0.07570 -0.28799 -2.01183 0.080
S -3.14894 -0.44295 0.11271 1.044
S -0.83257 -2.77412 0.10233 0.872
H -2.53926 3.15305 0.57013 0.114
H -0.21922 1.77067 0.34285 0.130
H -4.66919 1.31395 0.20939 0.067
H 2.64566 1.96443 0.04985 0.076
H 3.66871 0.54032 -0.08431 0.140
H 2.52023 0.80441 1.22916 0.067
H 1.30373 -2.08623 2.09114 0.112
H 1.92215 -2.63939 0.43468 0.090
H 2.66436 -1.28495 1.26488 0.106
H 0.15892 -0.41708 -2.99740 0.117
H -0.59110 0.47126 -1.98394 0.109
H -1.72176 -2.43386 -0.93903 -0.065
```

charge = +1
Kohn-Sham gap = 0.273 Eh
E_HOMO = -0.459 Eh